{"formula": "C32H77NO16P6", "method": "ωB97M-V/def2-TZVPD", "elements": ["C", "C", "C", "C", "C", "P", "N", "P", "C", "C", "C", "H", "H", "H", "H", "H", "H", "H", "H", "H", "H", "H", "H", "H", "H", "H", "H", "H", "C", "C", "O", "P", "O", "O", "C", "C", "O", "C", "C", "H", "H", "H", "H", "H", "H", "H", "H", "H", "H", "H", "H", "H", "H", "H", "C", "C", "O", "P", "O", "O", "C", "C", "O", "C", "C", "H", "H", "H", "H", "H", "H", "H", "H", "H", "H", "H", "H", "H", "H", "H", "C", "C", "O", "P", "O", "O", "C", "C", "O", "C", "C", "H", "H", "H", "H", "H", "H", "H", "H", "H", "H", "H", "H", "H", "H", "H", "C", "C", "O", "P", "O", "O", "C", "C", "O", "C", "C", "H", "H", "H", "H", "H", "H", "H", "H", "H", "H", "H", "H", "H", "H", "H"], "xyz": [[0.4123, 7.1855, 3.9501], [-0.5464, 6.5918, 3.5527], [-1.5915, 5.7248, 3.0058], [-2.3699, 5.0184, 4.1520], [-3.8922, 4.8772, 3.8425], [-4.9689, 5.3779, 5.2547], [-5.4633, 3.9180, 6.0859], [-6.8556, 6.1906, 4.5095], [-7.4367, 5.2393, 3.0104], [-6.5335, 7.9142, 3.8837], [-6.0502, 8.7703, 5.0574], [1.3651, 7.5980, 4.1819], [-2.2788, 6.3071, 2.3889], [-1.1372, 4.9791, 2.3529], [-2.1809, 5.5286, 5.0947], [-1.9233, 4.0286, 4.2553], [-4.1170, 5.4949, 2.9700], [-4.1258, 3.8506, 3.5441], [-6.1870, 4.2485, 6.7226], [-5.9905, 3.3511, 5.4194], [-8.5073, 5.0705, 3.1088], [-6.9137, 4.2939, 2.8773], [-7.2818, 5.8717, 2.1330], [-7.4858, 8.2456, 3.4684], [-5.7753, 7.8737, 3.0978], [-5.0120, 8.5086, 5.2660], [-6.0592, 9.8327, 4.8111], [-6.6245, 8.5930, 5.9658], [-3.3780, 0.6918, 5.0829], [-2.8621, 1.1602, 3.7323], [-2.4173, 0.0662, 2.9313], [-3.5171, -0.9480, 2.2731], [-4.1219, -0.0960, 1.2145], [-2.5073, -1.8888, 1.3925], [-2.6937, -2.0686, -0.0116], [-1.8430, -1.1129, -0.8268], [-3.3942, -1.9791, 3.5455], [-4.4587, -2.9354, 3.7618], [-4.5668, -3.9493, 2.6385], [-4.2966, 0.1092, 4.9724], [-3.5955, 1.5459, 5.7274], [-2.6447, 0.0523, 5.5727], [-3.6319, 1.7253, 3.1974], [-2.0066, 1.8171, 3.8835], [-3.7484, -1.9773, -0.2722], [-2.3985, -3.0956, -0.2375], [-1.9407, -0.0824, -0.4865], [-2.1209, -1.1635, -1.8813], [-0.7872, -1.3740, -0.7354], [-5.4036, -2.4019, 3.8915], [-4.2343, -3.4405, 4.6997], [-4.9044, -3.4785, 1.7107], [-5.2836, -4.7288, 2.8974], [-3.5991, -4.4067, 2.4374], [4.6759, 1.1671, 6.2303], [3.4827, 0.2681, 6.5063], [2.6768, 0.0610, 5.3452], [3.2394, -0.8916, 4.1529], [3.2052, -2.2704, 4.6945], [1.9481, -0.8801, 3.1514], [1.3055, -2.0789, 2.7195], [0.1072, -2.3751, 3.5938], [3.8937, 0.3426, 3.3023], [4.9164, 0.0748, 2.3188], [4.4104, -0.7712, 1.1671], [5.3895, 0.6795, 5.5618], [5.1943, 1.4089, 7.1591], [4.3588, 2.0913, 5.7484], [3.8091, -0.6974, 6.9047], [2.8370, 0.7337, 7.2500], [2.0083, -2.9130, 2.6937], [0.9725, -1.9149, 1.6918], [0.3540, -2.3267, 4.6549], [-0.3003, -3.3640, 3.3739], [-0.6694, -1.6347, 3.4114], [5.7702, -0.4108, 2.7983], [5.2501, 1.0463, 1.9576], [4.1853, -1.7885, 1.4993], [5.1608, -0.8351, 0.3785], [3.4936, -0.3559, 0.7507], [3.4837, -5.8608, -2.1928], [3.9221, -4.5250, -1.6149], [5.2303, -4.1585, -2.0521], [5.4266, -3.6600, -3.6116], [4.8723, -2.2768, -3.4499], [7.0244, -3.2657, -3.5222], [7.4873, -1.9626, -3.8738], [7.6032, -1.0762, -2.6493], [5.9012, -5.1951, -4.0126], [5.8750, -5.5820, -5.4077], [6.8622, -4.7958, -6.2499], [3.3415, -5.7943, -3.2747], [2.5399, -6.1787, -1.7478], [4.2385, -6.6248, -2.0112], [3.2117, -3.7331, -1.8739], [3.9578, -4.5955, -0.5279], [6.8422, -1.5118, -4.6284], [8.4711, -2.0866, -4.3315], [6.6966, -1.1053, -2.0460], [7.8015, -0.0427, -2.9382], [8.4209, -1.4189, -2.0132], [4.8602, -5.4661, -5.7961], [6.1200, -6.6424, -5.4387], [6.5687, -3.7449, -6.3276], [6.9104, -5.2042, -7.2596], [7.8560, -4.8233, -5.8060], [1.9499, -0.1702, -5.0034], [1.9932, -0.9202, -6.3139], [0.7245, -1.4945, -6.6462], [-0.4975, -0.5278, -7.0951], [-0.1290, 0.0108, -8.4252], [-1.6187, -1.6544, -7.4938], [-2.2383, -1.6549, -8.7792], [-1.5239, -2.5943, -9.7300], [-1.1262, -0.4472, -5.5825], [-2.0257, 0.6193, -5.2137], [-3.3310, 0.5801, -5.9857], [1.3268, 0.7249, -5.0854], [2.9520, 0.1430, -4.7091], [1.5284, -0.7890, -4.2124], [2.3271, -0.2675, -7.1260], [2.6997, -1.7469, -6.2439], [-2.2885, -0.6447, -9.1855], [-3.2679, -1.9901, -8.6356], [-0.4480, -2.4243, -9.7285], [-1.8985, -2.4721, -10.7476], [-1.6836, -3.6303, -9.4265], [-1.5292, 1.5827, -5.3522], [-2.2240, 0.4960, -4.1501], [-3.1735, 0.8161, -7.0417], [-4.0338, 1.3089, -5.5815], [-3.7781, -0.4119, -5.9378]], "forces_ev_per_a": [[0.45, 0.02, -0.06], [0.05, -0.45, -0.57], [-0.34, 0.19, 0.65], [-0.20, -0.37, -0.47], [0.37, -0.60, 0.12], [0.51, 1.23, 0.48], [-0.43, 0.29, -1.23], [-0.79, -0.55, 0.28], [0.21, 0.70, 0.02], [0.45, -0.76, 0.36], [0.35, 0.07, -0.37], [-0.18, 0.22, 0.21], [0.04, 0.09, 0.03], [0.06, 0.07, -0.05], [-0.22, 0.16, -0.04], [-0.10, -0.02, 0.19], [-0.29, 0.13, 0.17], [0.02, 0.03, -0.07], [0.22, -0.11, 0.35], [0.13, -0.33, 0.16], [0.02, -0.15, -0.02], [-0.02, -0.02, 0.00], [0.06, -0.22, -0.13], [0.05, 0.08, -0.03], [-0.14, 0.24, -0.14], [-0.04, 0.01, 0.17], [-0.14, 0.01, 0.03], [-0.10, 0.06, -0.04], [-0.13, 0.04, 0.00], [-0.13, -0.08, 0.32], [-0.53, -0.19, 0.13], [7.26, 0.69, -1.65], [-3.09, -0.85, 1.47], [-0.68, -0.34, 0.21], [0.06, 0.12, -0.27], [0.22, 0.06, 0.09], [-3.11, 0.67, -0.32], [-0.07, -0.37, 0.00], [0.06, 0.12, -0.18], [-0.01, 0.05, 0.04], [-0.01, 0.01, -0.03], [0.05, 0.04, -0.01], [0.04, -0.03, -0.08], [0.12, -0.12, -0.17], [0.00, 0.14, 0.03], [0.02, -0.02, 0.14], [-0.23, -0.02, 0.03], [0.02, -0.04, 0.00], [-0.01, -0.04, -0.04], [0.01, -0.01, 0.07], [0.15, 0.14, 0.02], [-0.02, -0.02, 0.02], [-0.01, 0.03, 0.04], [0.01, -0.02, 0.06], [0.04, -0.08, -0.12], [0.18, 0.06, 0.18], [0.69, -0.16, -0.36], [-6.50, 1.93, -0.14], [3.14, 0.04, -0.50], [0.59, -0.06, -0.23], [-0.24, -0.19, 0.23], [-0.23, 0.05, 0.08], [2.31, -1.68, 0.85], [0.10, -0.05, -0.34], [-0.18, -0.16, 0.06], [0.03, 0.02, 0.05], [-0.03, -0.03, 0.02], [-0.04, 0.02, 0.04], [-0.05, 0.00, -0.01], [-0.11, -0.04, -0.08], [0.06, 0.04, 0.18], [0.06, 0.18, 0.01], [0.22, -0.12, -0.04], [-0.02, 0.02, -0.03], [-0.03, -0.03, -0.02], [0.01, 0.07, 0.03], [-0.10, 0.07, 0.12], [0.03, 0.00, -0.03], [0.04, 0.01, 0.04], [0.03, 0.08, 0.00], [-0.04, 0.05, -0.11], [-0.07, -0.14, 0.00], [-0.56, -0.37, -0.50], [5.70, 0.78, 7.00], [-2.49, -0.82, -3.28], [-0.07, -0.13, -1.12], [0.00, 0.21, 0.21], [0.12, -0.02, 0.17], [-2.69, 0.59, -2.43], [0.24, -0.09, -0.25], [-0.01, 0.18, 0.09], [-0.07, -0.03, 0.02], [-0.01, 0.02, 0.00], [0.00, 0.01, 0.06], [0.00, 0.00, 0.04], [0.15, 0.09, 0.00], [-0.10, 0.01, 0.09], [-0.01, -0.14, 0.02], [-0.11, 0.02, -0.16], [0.01, -0.01, 0.00], [0.02, 0.01, -0.03], [0.00, -0.10, 0.00], [-0.02, 0.00, 0.20], [0.01, -0.01, -0.04], [-0.05, -0.03, 0.01], [0.00, -0.06, 0.00], [-0.08, 0.22, 0.13], [0.19, 0.07, 0.00], [-0.20, 0.62, 0.06], [-0.51, -6.62, -0.76], [-0.12, 2.86, 1.43], [-0.15, 0.53, 0.18], [0.11, -0.14, -0.26], [0.03, -0.20, 0.02], [0.75, 2.75, -0.76], [-0.35, 0.11, 0.02], [0.08, -0.10, -0.24], [0.05, 0.02, 0.01], [0.01, -0.05, -0.02], [0.05, -0.06, -0.01], [-0.05, -0.04, -0.03], [-0.12, -0.09, -0.04], [0.15, 0.01, 0.00], [0.04, -0.02, 0.15], [-0.02, 0.20, -0.02], [-0.01, 0.00, 0.01], [-0.03, 0.00, -0.01], [0.03, -0.02, 0.07], [0.17, -0.11, 0.01], [-0.01, 0.02, 0.02], [0.04, 0.01, 0.04], [-0.01, 0.00, 0.08]], "max_force_ev_per_a": 9.06, "smiles": "C#CCCCP(N)#P(C)CC.CCOP(=O)(OCC)OCC.CCOP(=O)(OCC)OCC.CCOP(=O)(OCC)OCC.CCOP(=O)(OCC)OCC", "charge": 0, "homo_energy_ev": -8.1}